Record 1
This record from OMol25 describes C36H33BiF6N2O2P3 as an isolated structure at a distorted geometry. The level of theory is ωB97M-V/def2-TZVPD.

Properties
Gap between HOMO and LUMO (spin up / spin down) in eV: 8.1318 / 5.1679
Total charge: +2
Spin multiplicity: 2
<S²>: 0.78

Geometry (Å):
Bi  9.548  -8.613  11.848
C  12.740  -11.236  10.931
N  12.158  -12.295  11.748
C  10.795  -12.680  11.408
P  9.370  -11.530  11.898
C  9.268  -11.597  13.690
C  10.063  -12.330  14.559
C  9.851  -12.241  15.926
C  8.887  -11.397  16.432
C  8.106  -10.619  15.589
C  8.298  -10.751  14.225
C  7.986  -12.447  11.275
C  7.597  -12.210  9.970
C  6.471  -12.836  9.432
C  5.697  -13.628  10.269
C  6.028  -13.815  11.610
C  7.183  -13.250  12.106
C  12.889  -13.074  12.570
C  14.145  -12.583  13.050
C  14.892  -13.315  13.928
C  14.492  -14.612  14.273
C  13.367  -15.155  13.669
C  12.526  -14.405  12.895
P  12.316  -9.423  11.318
C  13.434  -8.998  12.624
C  12.963  -8.833  13.925
C  13.839  -8.557  14.975
C  15.190  -8.465  14.732
C  15.680  -8.607  13.450
C  14.822  -8.897  12.405
C  12.870  -8.672  9.737
C  12.374  -9.120  8.513
C  12.706  -8.476  7.314
C  13.547  -7.363  7.353
C  13.956  -6.839  8.574
C  13.619  -7.499  9.749
H  12.434  -11.363  9.906
H  13.846  -11.248  10.916
H  10.539  -13.661  11.823
H  10.739  -12.771  10.302
H  10.834  -13.009  14.260
H  10.482  -12.799  16.569
H  8.757  -11.386  17.497
H  7.357  -9.930  15.959
H  7.643  -10.232  13.550
H  8.155  -11.526  9.322
H  6.208  -12.701  8.403
H  4.820  -14.098  9.846
H  5.382  -14.401  12.246
H  7.433  -13.419  13.140
H  14.461  -11.573  12.818
H  15.768  -12.868  14.350
H  15.102  -15.166  14.985
H  13.131  -16.187  13.862
H  11.628  -14.907  12.542
H  11.914  -8.928  14.173
H  13.466  -8.470  16.002
H  15.857  -8.300  15.550
H  16.753  -8.558  13.226
H  15.172  -9.031  11.373
H  11.711  -9.976  8.439
H  12.349  -8.850  6.348
H  13.864  -6.896  6.428
H  14.589  -5.949  8.602
H  14.008  -7.116  10.694
O  9.457  -7.892  7.994
C  9.796  -7.081  8.784
C  10.175  -5.612  8.573
C  10.779  -5.131  9.888
C  10.594  -6.312  10.798
O  10.914  -6.460  12.009
N  9.985  -7.338  10.174
H  9.277  -5.070  8.318
H  10.848  -5.523  7.717
H  10.265  -4.275  10.314
H  11.874  -4.879  9.861
F  8.045  -9.224  10.263
P  6.446  -8.510  10.573
F  7.015  -7.265  9.763
F  5.095  -7.846  11.008
F  5.957  -9.219  9.260
F  6.168  -9.848  11.394
F  7.202  -7.849  11.943

Record 2
This record from OMol25 describes C36H33Cl2N4O5Os as an isolated structure at a distorted geometry. The level of theory is ωB97M-V/def2-TZVPD.

Properties
Gap between HOMO and LUMO (spin up / spin down) in eV: 6.1852 / 6.3880
Total charge: -1
Spin multiplicity: 5
<S²>: 6.01

Geometry (Å):
Os  0.576  -0.461  -1.130
O  2.464  -3.734  -3.427
C  2.100  -2.620  -3.071
O  1.428  -2.372  -2.031
C  2.402  -1.445  -4.067
C  1.091  -0.789  -4.539
C  1.357  -0.023  -5.849
C  2.128  1.199  -5.323
C  2.134  0.909  -3.810
O  0.880  0.266  -3.606
C  3.166  -0.203  -3.542
C  3.609  -0.265  -2.047
O  4.763  -0.598  -1.815
O  2.770  0.121  -1.175
H  2.936  -1.915  -4.897
H  0.228  -1.453  -4.568
H  0.416  0.277  -6.308
H  1.927  -0.619  -6.559
H  1.606  2.130  -5.543
H  3.142  1.261  -5.714
H  2.215  1.782  -3.160
H  4.086  -0.042  -4.112
C  0.678  -0.775  5.084
C  -0.768  -0.442  5.304
C  -1.198  0.078  6.513
C  -2.522  0.436  6.717
C  -3.439  0.270  5.691
C  -3.032  -0.251  4.477
C  -1.703  -0.612  4.269
N  -1.298  -1.160  3.034
C  -0.957  -0.379  1.930
N  -1.622  0.796  1.796
C  -1.131  1.919  1.081
C  -0.969  1.886  -0.321
C  -0.465  3.041  -0.952
C  -0.190  4.180  -0.233
C  -0.397  4.204  1.139
C  -0.857  3.079  1.807
C  -1.084  3.124  3.295
N  -0.048  -0.758  1.105
C  0.558  -2.030  1.193
C  -0.198  -3.180  0.945
C  0.412  -4.419  0.920
C  1.761  -4.523  1.210
C  2.497  -3.392  1.514
C  1.925  -2.129  1.498
C  2.755  -0.908  1.735
H  1.270  -0.499  5.954
H  1.070  -0.242  4.217
H  0.821  -1.839  4.892
H  -0.474  0.215  7.305
H  -2.830  0.844  7.668
H  -4.474  0.537  5.845
H  -3.742  -0.411  3.680
H  -0.651  -1.939  3.121
H  -2.211  1.033  2.584
H  -0.329  3.020  -2.026
H  0.158  5.075  -0.733
H  -0.188  5.102  1.702
H  -0.622  4.011  3.721
H  -0.659  2.251  3.786
H  -2.153  3.156  3.516
H  -1.254  -3.076  0.729
H  -0.163  -5.300  0.675
H  2.251  -5.485  1.184
H  3.548  -3.481  1.749
H  3.170  -0.571  0.778
H  3.587  -1.120  2.403
H  2.165  -0.086  2.137
Cl  -3.281  3.239  -1.479
C  -2.930  1.896  -2.540
C  -3.558  1.918  -3.768
C  -3.499  0.824  -4.610
C  -2.907  -0.344  -4.147
C  -2.261  -0.348  -2.935
Cl  -1.564  -1.827  -2.341
C  -2.109  0.814  -2.123
N  -1.312  0.754  -1.043
H  -4.107  2.805  -4.050
H  -3.951  0.866  -5.587
H  -2.948  -1.255  -4.722